{
  "formula": "C24H22F2NO",
  "method": "ωB97M-V with the def2-TZVPD basis set",
  "homo_lumo_gap_ev": 6.0,
  "total_charge": 1,
  "de_lowest_kcal_mol": 30.4,
  "multiplicity": 1,
  "species": ["C", "C", "C", "F", "C", "C", "C", "C", "C", "C", "F", "C", "C", "C", "C", "C", "C", "H", "H", "H", "H", "H", "H", "H", "H", "H", "H", "H", "H", "H", "C", "O", "C", "C", "C", "C", "N", "C", "C", "C", "C", "H", "H", "H", "H", "H", "H", "H", "H", "H"],
  "positions_angstrom": [[5.082, 1.366, 3.734], [3.788, 0.624, 3.695], [2.566, 1.251, 3.910], [2.585, 2.581, 4.239], [1.341, 0.604, 3.844], [1.294, -0.748, 3.381], [0.047, -1.509, 3.175], [-1.263, -0.826, 3.214], [-1.390, 0.531, 2.821], [-2.596, 1.181, 3.007], [-2.669, 2.514, 2.690], [-3.726, 0.574, 3.548], [-4.992, 1.338, 3.720], [-3.626, -0.803, 3.825], [-2.422, -1.478, 3.701], [2.536, -1.436, 3.320], [3.727, -0.740, 3.367], [5.901, 0.655, 3.594], [5.154, 2.103, 2.933], [5.262, 1.886, 4.673], [0.452, 1.155, 4.139], [0.064, -2.487, 3.665], [-0.550, 1.085, 2.424], [-5.807, 0.642, 3.911], [-4.962, 2.043, 4.556], [-5.244, 1.908, 2.818], [-4.510, -1.309, 4.226], [-2.361, -2.524, 4.034], [2.538, -2.530, 3.225], [4.662, -1.279, 3.192], [-5.280, -4.738, 1.486], [-4.357, -5.858, 1.381], [-3.018, -5.619, 1.430], [-2.434, -4.318, 1.568], [-1.051, -4.224, 1.706], [-0.280, -5.418, 1.700], [1.044, -5.057, 1.527], [1.162, -3.708, 1.441], [-0.104, -3.098, 1.688], [-0.844, -6.684, 1.486], [-2.209, -6.778, 1.378], [-6.274, -5.210, 1.473], [-5.125, -4.179, 2.434], [-5.154, -4.044, 0.627], [-3.072, -3.412, 1.537], [1.800, -5.739, 1.382], [2.123, -3.233, 1.283], [-0.372, -2.119, 1.214], [-0.193, -7.547, 1.407], [-2.708, -7.746, 1.298]],
  "lowdin_charge": [-0.018, -0.181, -0.189, 0.072, 0.066, -0.160, 0.036, -0.198, 0.048, -0.189, 0.069, -0.181, -0.019, -0.008, -0.018, -0.032, -0.014, 0.085, 0.100, 0.096, 0.125, 0.130, 0.127, 0.084, 0.103, 0.099, 0.126, 0.127, 0.109, 0.126, -0.047, -0.088, -0.244, 0.044, -0.148, -0.199, 0.113, -0.037, -0.062, 0.004, 0.010, 0.101, 0.093, 0.101, 0.112, 0.188, 0.128, 0.157, 0.121, 0.133]
}

{
  "formula": "C24H22F6N4NiO7S2",
  "method": "ωB97M-V with the def2-TZVPD basis set",
  "homo_lumo_gap_ev": [8.6, 8.6],
  "total_charge": 0,
  "multiplicity": 1,
  "species": ["Ni", "F", "C", "F", "F", "S", "O", "O", "N", "S", "O", "O", "C", "F", "F", "F", "C", "O", "C", "C", "C", "C", "C", "C", "N", "C", "N", "C", "C", "C", "C", "C", "C", "O", "C", "N", "C", "C", "C", "C", "C", "C", "O", "C", "H", "H", "H", "H", "H", "H", "H", "H", "H", "H", "H", "H", "H", "H", "H", "H", "H", "H", "H", "H", "H", "H"],
  "positions_angstrom": [[0.377, 2.030, 0.070], [5.046, 3.622, 1.140], [4.395, 3.020, 2.128], [4.577, 3.692, 3.253], [4.860, 1.781, 2.269], [2.592, 2.908, 1.777], [2.440, 2.216, 0.494], [2.024, 2.253, 2.914], [2.257, 4.440, 1.638], [0.755, 4.720, 1.273], [0.420, 4.024, 0.018], [-0.193, 4.662, 2.331], [0.875, 6.484, 0.763], [1.742, 6.643, -0.227], [-0.331, 6.871, 0.354], [1.246, 7.227, 1.799], [0.807, -5.309, -2.195], [0.450, -4.191, -1.398], [-0.598, -4.332, -0.546], [-1.372, -5.473, -0.418], [-2.414, -5.501, 0.505], [-2.666, -4.408, 1.310], [-1.878, -3.267, 1.196], [-0.864, -3.208, 0.253], [-0.012, -2.098, 0.083], [-0.345, -0.776, 0.070], [-1.647, -0.479, 0.125], [-2.216, 0.790, -0.074], [-1.485, 1.961, -0.172], [-2.218, 3.136, -0.415], [-3.593, 3.126, -0.530], [-4.312, 1.940, -0.407], [-3.617, 0.774, -0.177], [-4.187, -0.467, -0.048], [-5.600, -0.540, -0.058], [0.576, 0.155, -0.031], [1.923, -0.340, -0.115], [2.562, -0.709, 1.071], [3.823, -1.264, 1.075], [4.476, -1.463, -0.139], [3.866, -1.095, -1.318], [2.588, -0.524, -1.330], [2.118, -0.252, -2.581], [1.179, 0.788, -2.823], [1.671, -4.999, -2.774], [-0.005, -5.583, -2.871], [1.072, -6.166, -1.572], [-1.177, -6.339, -1.033], [-3.018, -6.394, 0.594], [-3.459, -4.437, 2.045], [-2.041, -2.428, 1.860], [0.935, -2.308, -0.192], [-2.302, -1.245, 0.089], [-1.706, 4.078, -0.515], [-4.124, 4.051, -0.713], [-5.388, 1.942, -0.496], [-5.853, -1.579, 0.132], [-6.004, -0.239, -1.028], [-6.030, 0.089, 0.725], [2.030, -0.530, 1.999], [4.297, -1.533, 2.009], [5.467, -1.896, -0.162], [4.359, -1.229, -2.272], [1.168, 0.918, -3.903], [1.503, 1.723, -2.357], [0.178, 0.539, -2.478]],
  "lowdin_charge": [0.491, 0.158, -0.686, 0.163, 0.150, 0.633, -0.309, -0.247, -0.271, 0.646, -0.344, -0.225, -0.683, 0.159, 0.151, 0.157, -0.064, -0.077, -0.219, -0.016, -0.082, -0.084, -0.025, -0.152, 0.174, -0.312, 0.169, -0.157, -0.073, -0.095, -0.080, -0.028, -0.222, -0.104, -0.072, 0.064, -0.235, -0.040, -0.080, -0.076, 0.000, -0.222, -0.070, -0.054, 0.096, 0.097, 0.098, 0.105, 0.106, 0.105, 0.124, 0.141, 0.118, 0.082, 0.105, 0.103, 0.092, 0.097, 0.098, 0.128, 0.107, 0.105, 0.121, 0.096, 0.091, 0.077]
}

{
  "formula": "C24H22FeN5O9",
  "method": "ωB97M-V with the def2-TZVPD basis set",
  "s2": 6.0120,
  "homo_lumo_gap_ev": [5.4, 5.5],
  "total_charge": -1,
  "de_lowest_kcal_mol": 7.1,
  "multiplicity": 5,
  "species": ["Fe", "C", "O", "C", "C", "C", "C", "C", "C", "N", "N", "C", "O", "C", "C", "C", "C", "C", "C", "C", "O", "H", "H", "H", "H", "H", "H", "H", "H", "H", "H", "H", "H", "C", "O", "C", "O", "N", "N", "H", "H", "H", "H", "H", "H", "O", "C", "O", "C", "C", "C", "C", "C", "C", "N", "O", "O", "H", "H", "H", "H"],
  "positions_angstrom": [[9.416, 15.591, 10.439], [7.980, 19.617, 8.892], [6.899, 19.208, 9.744], [7.103, 18.805, 11.035], [6.102, 19.116, 11.956], [6.266, 18.698, 13.288], [7.353, 17.935, 13.679], [8.336, 17.550, 12.763], [9.368, 16.692, 13.210], [10.114, 15.986, 12.362], [11.146, 15.306, 12.819], [11.924, 14.993, 11.722], [11.668, 15.312, 10.528], [13.119, 14.193, 12.171], [13.197, 13.749, 13.502], [14.240, 12.937, 13.925], [15.245, 12.559, 13.030], [15.177, 13.059, 11.727], [14.119, 13.833, 11.305], [8.211, 17.976, 11.401], [9.051, 17.555, 10.491], [7.515, 20.270, 8.169], [8.423, 18.783, 8.390], [8.743, 20.173, 9.454], [5.223, 19.655, 11.603], [5.482, 18.970, 13.993], [7.432, 17.701, 14.763], [9.554, 16.575, 14.296], [12.466, 14.154, 14.218], [14.293, 12.643, 14.987], [16.081, 11.937, 13.354], [15.955, 12.828, 10.991], [13.994, 14.149, 10.249], [6.422, 15.780, 6.246], [7.735, 15.764, 6.778], [7.940, 15.485, 8.061], [9.133, 15.456, 8.432], [6.894, 15.377, 8.946], [7.282, 15.068, 10.277], [6.548, 15.622, 5.178], [5.876, 16.725, 6.398], [5.798, 14.946, 6.589], [6.098, 14.823, 8.621], [7.279, 14.093, 10.548], [6.712, 15.624, 10.936], [9.039, 13.385, 12.648], [9.393, 12.904, 11.568], [9.497, 13.541, 10.436], [9.720, 11.444, 11.458], [10.422, 10.811, 12.493], [10.711, 9.463, 12.385], [10.143, 8.799, 11.297], [9.394, 9.397, 10.278], [9.253, 10.748, 10.325], [10.426, 7.361, 11.202], [9.845, 6.729, 10.321], [11.207, 6.921, 12.055], [10.785, 11.431, 13.328], [11.353, 8.881, 13.083], [8.988, 8.790, 9.470], [8.791, 11.332, 9.535]],
  "lowdin_spin": [3.687, 0.001, 0.001, 0.005, 0.000, 0.003, 0.000, 0.003, 0.006, 0.036, 0.010, 0.003, 0.032, 0.001, 0.000, 0.000, 0.000, 0.000, 0.000, 0.008, 0.072, 0.000, 0.000, 0.000, 0.000, 0.000, 0.000, 0.002, 0.000, 0.000, 0.000, 0.000, 0.000, 0.001, 0.004, 0.008, 0.023, 0.001, 0.030, 0.000, 0.000, 0.000, 0.001, 0.001, 0.001, 0.002, 0.007, 0.047, 0.002, 0.001, 0.000, 0.000, 0.000, 0.001, 0.000, 0.000, 0.000, 0.000, 0.000, 0.000, 0.000]
}

{
  "formula": "C24H23BrCaF5NO8P2STe",
  "method": "ωB97M-V with the def2-TZVPD basis set",
  "homo_lumo_gap_ev": 5.1,
  "total_charge": -2,
  "de_lowest_kcal_mol": 0.0,
  "multiplicity": 1,
  "species": ["Ca", "F", "C", "C", "F", "C", "F", "C", "S", "C", "F", "C", "F", "N", "C", "C", "P", "O", "O", "O", "P", "O", "O", "O", "H", "H", "H", "H", "H", "H", "H", "H", "Br", "C", "C", "C", "C", "C", "C", "C", "O", "O", "H", "H", "H", "H", "C", "C", "C", "C", "C", "C", "Te", "C", "C", "C", "H", "H", "H", "H", "H", "H", "H", "H", "H", "H", "H"],
  "positions_angstrom": [[-0.515, 0.817, 0.001], [-5.969, -5.935, -0.878], [-5.166, -4.988, -1.399], [-4.884, -3.857, -0.637], [-5.428, -3.757, 0.599], [-4.049, -2.896, -1.124], [-3.805, -1.802, -0.374], [-3.426, -2.984, -2.376], [-2.366, -1.795, -2.984], [-3.758, -4.137, -3.115], [-3.290, -4.283, -4.367], [-4.625, -5.082, -2.671], [-4.929, -6.124, -3.467], [-2.226, 2.203, 4.629], [-1.877, 2.377, 3.133], [-2.346, 3.813, 2.806], [-2.972, 1.220, 2.272], [-2.721, -0.270, 2.712], [-4.264, 1.671, 2.892], [-2.584, 1.389, 0.845], [-0.067, 2.433, 2.972], [0.413, 0.990, 3.576], [0.394, 3.521, 3.895], [0.180, 2.447, 1.514], [-3.260, 2.146, 4.598], [-1.803, 3.003, 5.134], [-1.833, 1.333, 4.977], [-3.410, 3.853, 2.969], [-2.164, 4.024, 1.749], [-1.818, 4.553, 3.393], [-1.946, -0.749, 2.370], [1.004, 0.430, 3.042], [-0.566, -5.923, 4.242], [0.657, -4.597, 3.514], [1.941, -4.576, 4.022], [2.819, -3.572, 3.613], [2.442, -2.609, 2.711], [1.155, -2.642, 2.194], [0.266, -3.677, 2.564], [0.621, -1.462, 1.376], [1.404, -0.534, 1.028], [-0.640, -1.427, 1.206], [2.222, -5.291, 4.786], [3.811, -3.560, 4.058], [3.122, -1.843, 2.369], [-0.712, -3.666, 2.103], [5.702, 3.785, -4.465], [4.397, 3.146, -4.036], [4.336, 2.400, -2.859], [3.180, 1.744, -2.453], [3.201, 0.967, -1.163], [2.037, 1.815, -3.275], [0.280, 0.657, -3.012], [2.071, 2.634, -4.425], [0.853, 2.762, -5.313], [3.241, 3.280, -4.780], [6.262, 4.108, -3.604], [5.500, 4.639, -5.113], [6.289, 3.044, -5.024], [5.219, 2.299, -2.236], [4.189, 0.614, -0.924], [2.530, 0.103, -1.214], [2.828, 1.567, -0.332], [-0.016, 3.042, -4.714], [0.583, 1.811, -5.762], [1.046, 3.517, -6.073], [3.241, 3.881, -5.698]],
  "lowdin_charge": [1.169, 0.067, -0.168, -0.160, 0.079, -0.263, 0.051, -0.665, 0.448, -0.277, 0.044, -0.179, 0.078, 0.169, -0.505, -0.088, 0.248, -0.115, -0.328, -0.414, 0.264, -0.160, -0.329, -0.415, 0.130, 0.154, 0.142, 0.067, 0.096, 0.070, 0.040, 0.052, 0.656, -0.642, -0.151, -0.088, -0.032, -0.100, -0.042, -0.595, -0.100, -0.112, 0.088, 0.101, 0.118, 0.120, -0.073, -0.298, -0.043, -0.314, -0.100, -0.558, 0.723, -0.344, -0.154, -0.056, 0.058, 0.063, 0.073, 0.105, 0.064, 0.012, 0.078, 0.036, 0.043, 0.058, 0.106]
}

Number 1: strongest force on any atom 2.84 eV Å⁻¹. Number 2: strongest force on any atom 0.45 eV Å⁻¹. Number 3: strongest force on any atom 4.17 eV Å⁻¹. Number 4: strongest force on any atom 1.67 eV Å⁻¹.